Below is a 10-piece molecular cluster, C52H124O4 overall at a distorted geometry, with properties calculated with wB97M-V/def2-TZVPD.

Summary:
HOMO level (spin up / spin down)	-11.4 / -11.4	eV
Kohn-Sham gap (spin up / spin down)	8.145 / 1.396	eV

```
! wB97M-V def2-TZVPD RIJCOSX def2/J DEFGRID3
* xyz 1 2
C -0.88 -0.86 10.57
C -1.57 0.31 10.01
C -1.15 0.46 8.58
C -1.55 -0.64 7.50
C -1.27 -0.22 6.10
C -1.38 -1.32 4.99
H -0.90 -1.83 10.07
H -1.44 -1.07 11.48
H 0.11 -0.58 10.90
H -2.66 0.36 10.05
H -1.29 1.20 10.58
H -0.06 0.55 8.58
H -1.48 1.41 8.16
H -0.93 -1.50 7.77
H -2.58 -0.99 7.55
H -2.09 0.48 5.93
H -0.37 0.40 5.99
H -1.77 -2.28 5.33
H -1.90 -1.00 4.08
H -0.35 -1.48 4.67
C 8.27 0.39 2.29
C 7.77 -1.09 2.55
C 6.24 -1.13 2.69
C 5.69 -2.60 2.74
C 4.17 -2.66 3.38
C 3.06 -2.16 2.53
H 9.29 0.33 1.90
H 8.37 1.08 3.13
H 7.59 0.90 1.61
H 8.09 -1.68 1.69
H 8.21 -1.58 3.42
H 5.84 -0.58 1.84
H 5.91 -0.61 3.60
H 5.69 -2.95 1.70
H 6.28 -3.32 3.31
H 3.86 -3.67 3.63
H 4.25 -2.24 4.38
H 2.19 -2.81 2.50
H 2.77 -1.19 2.95
H 3.35 -1.98 1.49
C -0.33 0.75 -0.17
C 0.43 -0.48 0.08
C -0.24 -1.67 0.78
C -1.56 -2.12 0.08
C -1.40 -2.52 -1.35
C -1.21 -4.00 -1.42
H 0.28 1.64 -0.35
H -0.97 1.00 0.68
H -0.81 0.63 -1.14
H 0.71 -0.77 -0.93
H 1.37 -0.21 0.57
H -0.49 -1.44 1.82
H 0.44 -2.52 0.89
H -2.13 -2.87 0.62
H -2.24 -1.27 -0.05
H -2.32 -2.38 -1.92
H -0.60 -2.06 -1.92
H -2.17 -4.50 -1.28
H -0.90 -4.33 -2.41
H -0.47 -4.32 -0.68
C 1.19 2.68 3.25
C 2.63 2.28 2.80
C 3.36 3.27 1.99
C 4.71 2.74 1.43
C 5.43 3.89 0.72
C 6.83 3.50 0.02
H 0.49 2.61 2.41
H 1.37 3.72 3.51
H 0.69 2.21 4.09
H 3.25 2.09 3.68
H 2.54 1.45 2.10
H 3.57 4.10 2.66
H 2.64 3.49 1.20
H 5.22 2.45 2.35
H 4.61 1.82 0.87
H 4.81 4.28 -0.09
H 5.62 4.68 1.44
H 7.37 4.26 -0.54
H 7.56 3.00 0.66
H 6.75 2.73 -0.75
C -2.67 3.84 1.28
C -1.60 4.70 2.08
C -2.07 5.89 2.97
C -2.78 7.04 2.14
C -3.00 8.24 3.25
C -1.76 8.95 3.75
H -3.24 3.31 2.04
H -2.16 3.06 0.71
H -3.31 4.39 0.59
H -1.12 3.91 2.66
H -0.78 5.09 1.48
H -1.25 6.40 3.47
H -2.63 5.35 3.74
H -2.10 7.15 1.30
H -3.77 6.63 1.92
H -3.69 8.94 2.79
H -3.57 7.97 4.14
H -1.21 8.31 4.45
H -1.03 9.14 2.96
H -2.01 9.86 4.29
C -2.01 3.48 -2.64
C -3.11 2.42 -2.62
C -3.51 1.95 -4.09
C -4.50 0.80 -4.07
C -4.04 -0.57 -3.59
C -5.20 -1.61 -3.78
H -1.22 2.96 -3.17
H -1.71 3.73 -1.62
H -2.28 4.45 -3.05
H -2.75 1.55 -2.07
H -3.94 2.85 -2.07
H -2.57 1.84 -4.64
H -4.05 2.73 -4.64
H -5.29 1.30 -3.52
H -4.83 0.68 -5.11
H -3.07 -0.88 -3.99
H -3.85 -0.59 -2.52
H -5.23 -1.90 -4.83
H -5.11 -2.51 -3.18
H -6.17 -1.14 -3.60
C -0.47 -3.23 -5.58
C -1.27 -3.19 -6.95
C -2.54 -2.42 -6.80
C -2.36 -0.91 -6.75
C -1.90 -0.40 -8.13
C -2.07 0.99 -8.27
H -1.13 -3.67 -4.83
H -0.04 -2.26 -5.34
H 0.41 -3.86 -5.70
H -0.70 -3.06 -7.86
H -1.64 -4.21 -7.02
H -2.99 -2.64 -5.83
H -3.24 -2.64 -7.61
H -3.22 -0.36 -6.38
H -1.58 -0.68 -6.03
H -0.87 -0.71 -8.28
H -2.34 -0.93 -8.98
H -1.65 1.47 -7.38
H -1.61 1.44 -9.15
H -3.11 1.31 -8.21
C 3.02 2.82 -5.05
C 2.22 2.31 -3.87
C 3.10 1.55 -2.77
C 3.34 0.01 -3.00
C 4.56 -0.49 -2.21
C 4.17 -1.43 -1.13
H 2.48 3.64 -5.53
H 3.36 2.10 -5.80
H 3.97 3.26 -4.73
H 1.69 3.08 -3.31
H 1.44 1.63 -4.21
H 2.45 1.41 -1.91
H 4.03 2.09 -2.59
H 2.47 -0.54 -2.67
H 3.40 -0.12 -4.09
H 5.25 -1.09 -2.82
H 5.19 0.37 -2.01
H 4.99 -1.98 -0.68
H 3.66 -1.01 -0.27
H 3.60 -2.21 -1.64
C -1.22 -8.16 -2.29
C -1.50 -7.50 -0.98
O -1.93 -8.41 0.00
O 0.09 -8.77 -2.28
H -1.26 -7.30 -2.96
H -2.03 -8.84 -2.54
H -2.16 -6.67 -1.21
H -0.57 -7.13 -0.56
H -2.82 -8.74 -0.17
H 0.47 -9.06 -3.11
C -6.17 -4.73 -0.89
C -6.31 -3.72 0.22
O -5.39 -4.21 1.29
O -4.76 -4.92 -1.26
H -6.89 -4.72 -1.71
H -6.52 -5.71 -0.56
H -7.21 -3.31 0.66
H -5.65 -2.95 -0.19
H -4.66 -4.64 0.86
H -4.76 -5.30 -2.14
*
```